Molecular formula: C46H120N6O22
Method: DFT, ωB97M-V with the def2-TZVPD basis set

Geometry as XYZ:
```
194
Properties=species:S:1:pos:R:3:forces:R:3
C -0.5046 -16.1159 -2.1060 -0.74 -0.81 0.20
O -1.5071 -16.2590 -1.0837 0.64 -0.42 -0.89
C -1.3983 -15.3060 -0.0712 -0.99 0.94 -0.55
C -1.6744 -13.8634 -0.6133 1.38 -1.22 -0.03
N -0.4335 -13.1391 -0.9827 -1.33 -0.90 -0.13
C -0.7131 -11.7655 -1.2912 1.18 0.59 0.93
C -0.9774 -10.9757 -0.0085 -0.29 1.54 -0.16
O -1.0868 -9.6106 -0.3692 -0.88 0.93 -0.28
C -1.1131 -8.6522 0.6886 0.47 -0.49 -0.70
H -0.5386 -15.1346 -2.5792 0.17 -0.02 0.12
H -0.7231 -16.8946 -2.8367 -0.16 0.14 -0.10
H 0.4853 -16.3666 -1.7249 0.21 0.39 0.25
H -0.4583 -15.4330 0.4657 0.29 0.36 0.11
H -2.2235 -15.5174 0.6089 0.14 -0.22 0.17
H -2.3743 -13.4187 0.0941 0.32 0.71 0.20
H -2.2191 -13.9757 -1.5507 -0.27 -0.15 0.03
H 0.3519 -13.3049 -0.3697 -0.21 0.25 0.21
H -1.5161 -11.6794 -2.0232 -0.23 -0.07 0.25
H 0.1568 -11.3043 -1.7588 0.11 -0.01 -0.11
H -0.1548 -10.9485 0.7060 0.35 -1.08 0.10
H -1.8940 -11.2918 0.4896 -0.06 -0.20 0.17
H -1.9030 -8.7692 1.4305 -0.28 -0.34 -0.11
H -1.2279 -7.6821 0.2051 0.03 -0.04 0.10
H -0.1550 -8.6878 1.2070 0.17 0.13 0.23
C 3.5263 5.7996 -2.6462 0.21 -0.93 -0.35
O 3.7104 4.7142 -3.5908 -0.97 1.19 0.38
C 4.7871 3.9134 -3.2440 1.54 -0.56 -0.18
C 4.8176 2.5796 -3.9612 0.04 -0.67 -1.14
N 5.5663 2.6168 -5.2561 0.23 0.39 1.04
C 5.2962 1.4973 -6.1424 -0.41 0.56 0.31
C 5.9344 1.6977 -7.4956 0.06 0.51 -0.10
O 5.2174 2.6683 -8.2280 -1.42 0.58 0.11
C 5.6352 2.8649 -9.5566 0.39 -1.19 0.04
H 2.8220 6.5411 -3.0232 -0.07 -0.39 -0.21
H 4.4593 6.3191 -2.4276 0.25 -0.05 -0.13
H 3.1631 5.3526 -1.7208 -0.15 0.20 0.19
H 4.9151 3.7281 -2.1775 -0.63 0.09 0.38
H 5.7136 4.4140 -3.5253 0.35 0.27 -0.05
H 3.8136 2.1778 -4.0974 -0.58 0.34 -0.23
H 5.2468 1.7987 -3.3335 0.56 0.21 0.15
H 5.3128 3.4529 -5.7628 -0.14 0.26 0.04
H 4.2103 1.4726 -6.2338 -0.29 -0.80 -0.42
H 5.6862 0.5740 -5.7140 -0.11 -0.07 0.12
H 5.9740 0.7523 -8.0367 0.09 -0.13 -0.15
H 6.9295 2.1083 -7.3248 0.48 -0.35 -0.06
H 6.6952 3.1147 -9.5104 0.08 0.37 -0.64
H 5.0141 3.5248 -10.1623 0.06 0.75 0.89
H 5.4991 1.9465 -10.1277 0.42 -0.58 0.02
C -7.2696 -1.7795 -11.4029 0.29 0.15 0.65
O -5.9257 -1.6909 -11.8504 -0.03 1.25 -1.08
C -5.6633 -0.6632 -12.8549 0.13 -0.44 0.08
C -4.1725 -0.6948 -13.1975 -0.53 0.19 0.17
N -3.3791 -0.4199 -12.0292 0.24 0.21 0.94
C -3.3422 0.9787 -11.5951 0.22 -0.86 1.38
C -2.6118 1.0062 -10.2254 -0.05 -0.08 0.68
O -3.3761 0.4370 -9.1386 -0.97 -0.31 -0.01
C -2.8071 0.6477 -7.8448 0.54 0.01 -0.70
H -7.2138 -2.2256 -10.4100 -0.08 -0.64 -0.24
H -7.9109 -2.3300 -12.0912 0.07 -0.20 0.00
H -7.7660 -0.8397 -11.1614 0.27 0.60 -0.52
H -5.8884 0.3359 -12.4817 -0.29 0.01 0.41
H -6.2480 -0.7751 -13.7680 -0.31 -0.45 0.00
H -3.9282 0.0845 -13.9194 -0.24 -0.16 -0.43
H -3.9045 -1.6768 -13.5873 0.02 0.03 -0.15
H -3.9163 -0.8224 -11.2745 0.34 -0.84 0.39
H -4.3474 1.3411 -11.3796 -0.20 0.53 -0.27
H -2.8275 1.6029 -12.3256 0.02 0.09 0.12
H -2.4052 2.0330 -9.9235 0.36 0.22 -0.26
H -1.7148 0.3878 -10.2590 0.41 0.35 -0.40
H -2.8136 1.7119 -7.6095 0.24 0.13 0.06
H -1.8002 0.2318 -7.8088 0.45 0.35 -0.20
H -3.2762 0.1226 -7.0127 -0.90 -0.13 -0.60
C -4.4023 8.9198 0.2544 -0.66 0.67 -0.43
O -5.8324 8.7496 0.4288 1.51 0.12 0.09
C -6.1732 7.6087 1.1845 -0.04 -1.19 -0.22
C -6.0907 6.2759 0.3842 -0.74 1.02 -0.45
N -7.1065 6.3128 -0.6960 0.88 -0.43 0.96
C -7.1201 5.0724 -1.4562 -1.87 0.57 -1.43
C -6.0782 5.0636 -2.5712 1.37 -1.12 1.31
O -6.1170 6.3341 -3.1541 0.15 0.48 -0.30
C -5.2184 6.6247 -4.2062 -0.25 -0.29 -0.33
H -4.2218 9.9383 -0.0896 -0.43 0.10 -0.15
H -3.9850 8.2822 -0.5250 -0.11 -0.39 0.12
H -3.7929 8.8683 1.1566 -0.37 -0.56 0.39
H -7.2029 7.7345 1.5191 -0.08 0.08 -0.22
H -5.5731 7.5234 2.0904 0.36 0.11 0.10
H -6.3044 5.4222 1.0272 0.04 0.07 0.18
H -5.1145 6.1380 -0.0808 0.49 -0.01 0.39
H -6.7330 6.9654 -1.3703 -0.39 0.66 0.03
H -8.0486 5.1355 -2.0236 -0.46 -0.19 0.02
H -7.2609 4.1909 -0.8306 0.73 -0.07 -0.05
H -6.1202 4.2176 -3.2572 -0.87 0.12 -0.53
H -5.1340 4.8203 -2.0840 0.83 0.66 0.04
H -5.4528 7.6073 -4.6156 -0.30 -0.05 0.19
H -5.3533 5.8904 -5.0004 0.13 -0.09 -0.19
H -4.1622 6.6631 -3.9397 0.08 -0.28 0.48
C -3.9355 6.1723 9.2126 1.48 -0.70 1.00
O -4.5577 6.7451 10.3219 -1.58 0.53 -0.61
C -5.7354 7.4870 9.9851 -0.38 -0.21 0.74
C -6.1996 8.1515 11.2775 0.50 0.93 -1.11
N -6.8568 7.3249 12.2585 -0.50 -0.71 -0.23
C -8.1892 6.7903 11.8362 0.08 0.75 1.17
C -8.8746 6.0951 13.0125 2.47 0.60 0.80
O -8.8853 7.0366 14.1360 -1.23 -1.73 -1.12
C -9.5836 6.5069 15.2500 0.23 1.52 1.24
H -3.4575 6.9517 8.6193 -0.24 -0.17 -0.60
H -4.4667 5.3854 8.6771 -0.78 0.55 -0.40
H -3.1482 5.5800 9.6789 0.49 0.12 -0.17
H -6.5193 6.8909 9.5180 -0.13 -0.89 0.41
H -5.6345 8.2112 9.1768 0.99 0.57 0.16
H -6.7428 9.0710 11.0594 -0.93 0.01 -0.59
H -5.3087 8.6453 11.6654 0.36 -0.65 0.61
H -7.0308 7.9721 13.0141 -0.18 -0.39 0.51
H -8.1219 6.0493 11.0397 0.20 0.31 -0.18
H -8.8322 7.6343 11.5867 -0.24 0.07 -0.70
H -8.1510 5.3461 13.3342 -0.20 -0.62 -0.04
H -9.8083 5.6082 12.7311 -0.36 0.48 0.30
H -9.5920 7.3728 15.9121 -0.82 0.19 0.07
H -9.1044 5.8141 15.9417 0.84 -0.79 -0.82
H -10.5885 6.1215 15.0772 -0.07 0.24 -0.47
C 10.0817 1.1364 7.8938 0.14 1.34 -0.65
O 10.0808 1.0218 6.4596 -0.26 0.24 1.72
C 10.3968 -0.2726 6.0531 0.00 -0.36 -1.31
C 10.6184 -0.2397 4.5203 -0.33 0.10 1.89
N 9.2952 -0.2596 3.8197 1.22 -0.51 -0.69
C 9.3878 -0.4030 2.3295 0.55 -0.97 1.03
C 9.9818 -1.7807 1.9443 -0.82 0.37 -0.70
O 11.3407 -1.9163 2.2086 0.82 0.03 0.74
C 11.8746 -3.2353 2.2237 -0.10 0.68 -0.86
H 11.0054 0.7630 8.3358 -0.11 -0.67 -0.04
H 9.1687 0.7833 8.3733 0.09 -0.57 -0.12
H 10.1315 2.2004 8.1249 -0.19 0.18 -0.22
H 9.6396 -1.0209 6.2874 -0.54 0.09 0.07
H 11.2920 -0.6497 6.5475 0.47 0.28 0.10
H 11.3532 -1.0414 4.4465 -0.65 -0.25 -1.33
H 11.1344 0.7066 4.3579 0.30 0.04 -0.36
H 8.9735 0.6794 4.0066 -0.54 0.08 0.01
H 9.9113 0.4375 1.8737 0.46 -0.09 -0.16
H 8.3930 -0.4034 1.8840 -0.21 0.05 0.30
H 9.8187 -1.9257 0.8764 0.00 0.17 -0.50
H 9.3751 -2.5783 2.3732 0.00 -0.06 0.69
H 11.6616 -3.7182 1.2700 -0.19 -0.28 -0.12
H 11.5098 -3.8648 3.0353 -0.09 0.14 0.19
H 12.9577 -3.1161 2.2512 -0.08 -0.06 0.34
O 6.7772 -3.9078 5.2370 -0.27 -0.33 0.52
C 5.5290 -3.6504 5.9376 0.82 -0.73 -1.36
C 4.3757 -3.9441 4.9373 0.13 -0.32 0.49
O 4.4177 -3.0591 3.8459 0.12 0.57 -0.45
H 7.0557 -3.1839 4.6713 -0.41 0.33 0.07
H 5.5538 -4.3883 6.7395 -0.36 0.00 0.01
H 5.5939 -2.6640 6.3967 -0.59 0.17 -0.26
H 3.3614 -3.9560 5.3361 0.03 0.43 0.67
H 4.4816 -4.9577 4.5504 0.50 -0.22 0.27
H 4.4341 -3.5796 3.0394 0.06 0.15 0.01
O 5.9640 4.1057 4.4716 0.31 -1.35 -1.47
C 5.4339 4.2949 5.7490 0.11 0.52 0.47
C 4.8248 2.9609 6.2528 -0.21 0.94 -1.30
O 3.6767 2.6808 5.4561 -0.62 -0.05 0.39
H 6.1654 4.8961 3.9653 -0.22 0.21 0.49
H 6.2319 4.7382 6.3446 -0.04 -0.40 0.76
H 4.6563 5.0554 5.6782 -0.45 -0.12 0.35
H 4.4605 3.0717 7.2742 0.20 -0.07 -0.01
H 5.4858 2.1020 6.1368 0.53 0.27 0.35
H 3.8768 2.7736 4.5217 0.38 0.03 -0.04
O -5.9423 -1.8486 -2.1401 1.51 1.76 1.45
C -6.4189 -2.8939 -2.8612 -1.04 -0.85 -0.54
C -5.4011 -3.9958 -3.1424 -0.48 0.60 -0.64
O -6.1277 -4.9427 -3.8748 -0.22 -0.95 -0.46
H -5.5747 -2.2157 -1.3327 0.10 0.30 0.27
H -7.2647 -3.3034 -2.3089 -0.22 -0.68 -0.16
H -6.8566 -2.4289 -3.7445 0.30 -0.53 -0.46
H -5.0032 -4.4360 -2.2280 0.04 0.09 0.34
H -4.5693 -3.6506 -3.7564 0.16 0.42 0.20
H -5.5201 -5.4017 -4.4594 -0.13 -0.15 -0.01
O 3.3872 -5.1672 -1.6552 0.51 -0.46 1.25
C 3.6097 -4.6928 -2.9492 0.05 0.06 -0.03
C 2.3198 -4.8895 -3.7066 0.30 -0.09 -0.82
O 1.7970 -6.2280 -3.6250 0.40 0.90 -0.04
H 3.7881 -6.0361 -1.5783 -0.14 -0.05 0.09
H 3.8992 -3.6465 -2.8517 -0.36 0.28 -0.26
H 4.4660 -5.1507 -3.4445 -0.04 -0.48 0.02
H 2.5684 -4.7054 -4.7518 -0.49 0.07 -0.20
H 1.6105 -4.1461 -3.3428 -0.27 -0.10 -0.13
H 1.2828 -6.2652 -2.8151 0.04 -0.14 0.12
O 0.8631 0.9455 0.9305 1.35 0.52 0.04
C -0.4892 0.6749 0.8536 -1.59 -1.39 1.04
C -1.2907 1.9404 0.9218 -0.27 -0.52 -0.81
O -0.9108 2.6884 -0.2046 0.08 0.99 0.02
H 1.3096 0.1662 1.2695 0.15 0.11 -0.06
H -0.7224 0.0875 -0.0344 -0.15 0.23 -0.36
H -0.7909 0.0540 1.6971 -0.09 -0.23 0.29
H -1.1599 2.4463 1.8784 0.24 0.24 0.04
H -2.3544 1.7410 0.7917 -0.02 -0.21 0.16
H 0.0431 2.7500 -0.1161 0.30 0.26 -0.36
```
Positions in Å, forces in eV/Å.

## Properties
SMILES string = COCCNCCOC.COCCNCCOC.COCCNCCOC.COCCNCCOC.COCCNCCOC.COCCNCCOC.OCCO.OCCO.OCCO.OCCO.OCCO
largest force on an atom = 0.0531 Eh/bohr
DFT total energy = -103617.5966 eV
LUMO energy = -0.02 eV
gap between HOMO and LUMO = 0.31146 hartree
highest occupied orbital energy = -0.312 hartree

Molecular formula: C30H41CaF18N6O13S6
Method: DFT, ωB97M-V with the def2-TZVPD basis set

Geometry as XYZ:
```
115
Properties=species:S:1:pos:R:3:forces:R:3
Ca -2.3789 0.3183 -4.2306 0.95 0.80 1.24
C 0.0442 -0.4219 -1.3697 0.43 -0.68 0.49
C -0.9715 0.6771 -1.2555 -1.92 -0.11 0.31
C -0.7494 1.5958 -0.0121 0.58 -0.16 -1.52
O -1.2566 1.3403 -2.4649 -0.13 0.07 -1.54
H 1.0665 -0.0666 -1.2387 0.10 -0.20 -0.04
H -0.0112 -1.0859 -2.2346 -0.06 0.61 -0.70
H -0.1387 -1.2132 -0.6403 0.29 0.36 0.70
H -1.9222 0.2006 -0.9929 -0.35 -0.53 0.23
H -1.4252 2.4513 -0.0397 -0.20 -0.07 0.00
H 0.2749 1.9671 -0.0716 0.12 0.11 0.43
H -0.8940 1.0236 0.9033 0.23 0.08 -0.02
C -0.6144 2.2342 5.1456 0.19 -0.42 -0.79
C -1.9067 1.7531 4.4220 0.30 -0.58 -0.47
C -1.7703 0.3098 3.7865 -0.65 1.51 1.26
N -3.1160 -0.2443 3.2543 1.57 -0.27 -1.26
C -3.8233 0.7250 2.2131 0.15 0.00 1.58
C -5.0478 0.1156 1.6040 0.49 -1.27 -0.24
C -4.7339 -1.1796 0.8384 -1.18 1.18 -0.30
C -3.9379 -2.1036 1.6733 0.99 -0.54 1.50
C -2.7027 -1.4576 2.3925 -1.97 -0.60 -0.94
C -3.9600 -0.6092 4.4568 -0.35 0.65 -1.41
H -0.4082 1.7268 6.0882 -0.22 -0.48 -0.19
H -0.5588 3.2832 5.4364 -0.59 0.14 -0.43
H 0.2263 2.0548 4.4743 0.23 -0.01 0.19
H -2.1421 2.2773 3.4949 0.12 1.08 0.48
H -2.7299 1.8703 5.1268 -0.24 -0.31 -0.21
H -1.3976 -0.3563 4.5641 -0.06 -0.46 -0.41
H -1.0740 0.3913 2.9531 -0.05 -0.29 0.07
H -3.0794 0.9978 1.4652 0.18 -0.02 0.24
H -4.1932 1.5882 2.7664 0.65 0.17 0.16
H -5.5118 0.8462 0.9419 -0.17 0.05 0.26
H -5.6977 -0.1654 2.4334 -0.50 0.35 -0.21
H -4.2677 -0.9762 -0.1260 0.16 0.10 -0.02
H -5.7101 -1.6159 0.6252 0.14 -0.27 -0.30
H -3.5680 -2.9126 1.0432 0.13 -0.18 0.29
H -4.5492 -2.5315 2.4692 -0.22 -0.30 -0.20
H -2.1078 -1.1435 1.5347 0.70 0.49 0.66
H -2.2294 -2.2260 3.0019 0.29 0.39 0.08
H -4.2614 0.3554 4.8627 0.00 -0.28 0.39
H -3.3937 -1.2198 5.1576 0.01 0.11 -0.16
H -4.8468 -1.1184 4.0833 0.12 -0.13 0.33
C 4.1778 -0.3386 -2.7324 1.06 -1.14 -0.77
N 3.5498 0.9560 -2.5172 -0.38 1.11 -0.91
C 3.9650 1.7738 -1.5469 -0.79 -0.78 1.11
C 3.2747 2.9367 -1.2465 -0.41 0.30 -0.54
C 2.1747 3.3582 -2.0302 1.32 -0.86 0.19
C 1.7933 2.4943 -3.0787 0.67 -0.08 0.32
C 2.5771 1.3544 -3.3683 -0.82 0.74 1.09
C 1.5352 4.6786 -1.6776 0.85 -1.85 -0.55
C 2.3159 5.7665 -1.3563 -0.63 0.76 1.62
C 1.6525 6.8752 -0.8276 -0.28 0.17 -0.26
N 0.3009 6.9359 -0.7181 0.20 -1.41 -0.20
C -0.4656 5.8638 -1.0743 1.54 0.56 -0.78
C 0.1752 4.7431 -1.5946 -2.40 0.71 0.24
C -0.3676 8.1092 -0.1301 0.17 -0.28 0.22
H 4.9167 -0.2372 -3.5285 0.12 0.19 0.01
H 3.4813 -1.0988 -3.0844 -0.31 0.17 0.43
H 4.6949 -0.7277 -1.8562 -0.37 0.24 0.23
H 4.6969 1.3239 -0.8903 0.19 0.27 0.20
H 3.5312 3.4470 -0.3291 0.27 0.13 -0.06
H 0.8493 2.6849 -3.5679 0.23 -0.10 -0.54
H 2.4450 0.6961 -4.2140 -0.44 0.01 0.07
H 3.3857 5.6641 -1.2480 0.10 0.36 -0.45
H 2.1378 7.7757 -0.4798 0.33 -0.11 -0.03
H -1.5294 6.0442 -1.0361 -0.04 -0.42 0.12
H -0.4551 3.9296 -1.9278 0.05 -0.34 0.12
H -1.4215 8.0163 -0.3860 0.15 0.54 -0.18
H 0.1396 8.9977 -0.5022 -0.44 0.08 0.03
H -0.2997 8.0503 0.9561 0.18 0.07 -0.03
C -3.7647 -2.9864 -7.0504 0.62 0.64 -0.04
F -2.8712 -2.5811 -7.9447 0.28 0.05 -0.22
F -4.6896 -3.6686 -7.6735 -0.31 0.31 0.55
F -3.1445 -3.7227 -6.1446 -0.26 0.04 -0.03
S -4.3903 -1.3047 -6.2659 -1.46 -1.23 -0.41
O -3.6459 -0.2344 -6.8945 0.82 0.11 1.19
O -5.8226 -1.3142 -6.4640 1.74 0.32 0.78
N -3.8009 -1.4052 -4.6037 -0.71 1.06 -4.15
S -4.8225 -2.2848 -3.8174 -2.92 -2.98 4.48
O -5.6312 -1.5262 -2.8582 1.57 -0.30 -1.07
O -5.5651 -3.2975 -4.5599 1.79 1.28 0.39
C -3.4400 -3.2127 -2.7350 -2.80 0.36 -0.53
F -2.9172 -4.1056 -3.5420 0.91 0.25 0.52
F -2.5824 -2.2558 -2.2980 0.17 -0.74 -0.22
F -3.9815 -3.8425 -1.6696 0.63 0.80 -0.79
C 4.7950 -6.2002 -2.0342 0.23 1.31 -0.32
F 3.8948 -6.8431 -1.3322 0.17 -0.30 0.53
F 6.0106 -6.7141 -1.9158 -0.11 -0.24 0.60
F 4.4717 -6.2852 -3.3086 -0.31 0.22 -0.58
S 4.9138 -4.3134 -1.5292 1.68 2.17 0.90
O 6.3310 -4.0501 -1.2253 -2.37 -1.16 0.21
O 4.4396 -3.4835 -2.6500 0.55 -1.26 0.98
N 3.9164 -4.1336 -0.0805 1.88 -1.10 -2.66
S 2.5391 -3.7791 -0.7432 -0.58 1.37 -1.28
O 2.4533 -2.3220 -0.9603 -1.24 -1.22 0.84
O 2.2006 -4.5512 -1.9375 -0.88 -0.05 1.36
C 1.2988 -4.3842 0.6191 1.69 0.53 -1.03
F 1.6352 -3.9886 1.8314 0.02 0.34 0.35
F 0.1034 -3.8922 0.3115 -0.79 0.22 -0.03
F 1.2519 -5.6987 0.6152 -0.18 -0.40 -0.17
C 2.0384 -0.1597 2.4927 1.27 0.36 0.30
F 1.7092 -0.2397 3.7847 -0.19 -0.28 -0.54
F 1.5415 -1.1605 1.8026 -0.20 -0.85 0.21
F 1.4773 0.9321 1.9904 -0.72 1.33 -0.20
S 3.8926 0.0049 2.1832 1.69 0.11 0.81
O 4.0550 -0.3658 0.8223 -0.40 -0.71 -1.45
O 4.3270 1.3975 2.4183 -1.33 -2.07 0.13
N 4.4806 -1.2449 3.1708 -3.03 1.66 -3.50
S 4.9052 -0.4624 4.4105 3.51 2.21 4.97
O 6.2714 0.0092 4.2146 -0.82 -0.57 0.70
O 4.0249 0.5566 5.0149 0.28 -1.94 -0.63
C 5.0240 -1.9002 5.7503 1.55 2.41 -0.67
F 5.7319 -2.9280 5.2901 -0.95 -0.19 0.04
F 5.7609 -1.3851 6.7777 -0.87 -0.29 -0.52
F 3.8184 -2.2011 6.1950 0.03 -0.71 -0.01
```
Positions in Å, forces in eV/Å.

## Properties
largest force on an atom = 0.1260 Eh/bohr
DFT total energy = -199682.8983 eV
LUMO energy = -5.41 eV
gap between HOMO and LUMO = 0.16049 hartree
net charge = +1
highest occupied orbital energy = -0.359 hartree